# 1
ORCA calculation (ωB97M-V/def2-TZVPD) on C10H10Cl2N3S2SeTi as an isolated structure at a distorted geometry.

Geometry as XYZ:
```
29
Properties=species:S:1:pos:R:3:nbo_charge:R:1
Ti 0.135 0.182 0.016 1.031
Cl 1.306 0.768 2.077 0.204
C -0.319 0.151 2.169 -0.408
Cl -0.658 2.227 -0.154 -0.332
H -1.026 0.923 2.457 0.254
H -0.371 -0.764 2.747 0.242
C -3.087 -1.214 -0.042 -0.671
C -2.289 -1.144 -1.295 0.135
N -1.114 -0.568 -1.379 -0.517
C -0.566 -0.650 -2.646 0.091
C -1.348 -1.300 -3.540 -0.399
S -2.800 -1.813 -2.789 0.560
C 0.740 -0.024 -2.808 0.173
C 1.435 0.259 -3.936 -0.421
S 2.882 1.083 -3.539 0.558
C 2.485 1.030 -1.872 0.126
N 1.348 0.415 -1.646 -0.524
C 3.324 1.656 -0.815 -0.671
H -2.824 -0.379 0.605 0.240
H -2.891 -2.150 0.486 0.265
H -4.153 -1.168 -0.258 0.258
H -1.153 -1.504 -4.580 0.267
H 1.173 0.045 -4.959 0.267
H 3.996 2.397 -1.242 0.256
H 3.928 0.909 -0.296 0.255
H 2.678 2.151 -0.092 0.247
Se -0.419 -4.378 0.531 0.074
C 0.241 -2.790 0.436 0.161
N 0.660 -1.679 0.361 -0.722
```

Computed properties:
Spin multiplicity ... 3
LUMO energy (spin up / spin down) ... -3.86 / -6.69 eV
Orbital gap (spin up / spin down) ... 7.824 / 4.861 eV
Energy relative to the best compared isomer or geometry (same formula, charge and spin) ... 20.42 kcal/mol
Total charge ... +1

# 2
ORCA calculation (ωB97M-V/def2-TZVPD) on a 11-piece molecular cluster, C60H57N9O20 overall at a distorted geometry.

Geometry as XYZ:
```
146
Properties=species:S:1:pos:R:3:mulliken_charge:R:1
C -2.093 -5.441 6.190 -0.380
C -0.786 -5.713 5.907 -0.597
C -0.067 -4.863 5.145 -0.237
C -0.675 -3.686 4.619 -0.258
C -2.027 -3.379 4.912 -0.124
C -2.731 -4.253 5.724 -0.774
N 0.132 -2.778 3.821 1.104
O 1.271 -3.054 3.607 -0.583
O -0.375 -1.742 3.338 -0.438
H -2.708 -6.052 6.834 0.382
H -0.347 -6.636 6.258 0.383
H 0.934 -5.203 4.921 0.436
H -2.584 -2.522 4.562 0.674
H -3.788 -4.135 5.909 0.413
C -3.838 -3.282 1.887 -0.358
C -5.093 -3.699 2.333 -1.092
C -5.919 -2.837 3.029 -0.278
C -5.553 -1.514 3.244 -0.386
C -4.306 -1.085 2.731 0.032
C -3.447 -1.932 1.997 -0.455
N -6.412 -0.594 4.036 1.274
O -7.494 -1.031 4.396 -0.679
O -6.000 0.494 4.302 -0.615
H -3.211 -3.951 1.316 0.527
H -5.453 -4.705 2.177 0.459
H -6.924 -3.128 3.294 0.537
H -3.990 -0.075 2.946 0.589
H -2.501 -1.641 1.566 0.385
C -5.489 2.579 0.879 -0.670
C -5.257 1.239 0.545 0.165
C -6.190 0.291 0.585 -0.203
C -7.437 0.643 1.062 -0.025
C -7.729 1.959 1.549 -0.644
C -6.691 2.901 1.489 -0.430
N -8.582 -0.392 0.963 0.999
O -8.325 -1.603 0.734 -0.592
O -9.742 -0.045 1.127 -0.613
H -4.712 3.328 0.903 0.443
H -4.280 0.977 0.167 0.270
H -5.896 -0.684 0.227 0.455
H -8.715 2.173 1.934 0.467
H -6.928 3.902 1.819 0.411
C 0.418 3.787 -3.353 -0.255
C 0.486 4.856 -4.234 -0.773
C -0.224 4.770 -5.449 -0.188
C -0.992 3.693 -5.868 -0.250
C -1.026 2.600 -4.962 -0.112
C -0.353 2.672 -3.681 -0.273
N -1.746 3.719 -7.107 0.934
O -1.531 4.514 -7.995 -0.597
O -2.641 2.866 -7.181 -0.562
H 1.061 3.748 -2.486 0.477
H 1.128 5.707 -4.055 0.433
H -0.260 5.675 -6.037 0.366
H -1.636 1.719 -5.094 0.430
H -0.425 1.883 -2.947 0.260
C 2.368 0.171 4.259 -0.403
C 3.411 -0.476 3.726 -0.506
C 4.363 0.166 2.916 -0.576
C 4.186 1.560 2.706 0.212
C 3.192 2.234 3.395 -0.521
C 2.255 1.560 4.133 -0.330
N 5.188 2.235 1.828 0.904
O 5.414 3.393 1.936 -0.621
O 5.597 1.606 0.888 -0.503
H 1.615 -0.331 4.849 0.488
H 3.602 -1.519 3.931 0.362
H 5.209 -0.354 2.490 0.414
H 3.065 3.297 3.256 0.476
H 1.504 2.061 4.727 0.495
C 1.231 6.310 2.915 -0.473
C 0.461 6.513 1.773 -0.641
C -0.530 5.629 1.504 -0.435
C -0.810 4.486 2.327 -0.411
C -0.004 4.281 3.467 -0.109
C 1.027 5.142 3.727 -0.443
N -1.857 3.547 1.930 0.856
O -2.191 3.636 0.713 -0.769
O -2.158 2.595 2.642 -0.702
H 1.983 7.026 3.210 0.364
H 0.600 7.359 1.117 0.419
H -1.204 5.599 0.660 0.457
H -0.256 3.501 4.170 0.533
H 1.654 4.982 4.592 0.445
C 5.627 -0.475 -1.520 -0.383
C 6.465 -1.283 -2.358 -0.899
C 5.848 -2.322 -3.159 -0.508
C 4.458 -2.568 -3.037 -0.192
C 3.675 -1.700 -2.214 -0.363
C 4.216 -0.652 -1.465 0.510
N 3.811 -3.730 -3.729 1.012
O 4.580 -4.590 -4.167 -0.602
O 2.583 -3.686 -3.848 -0.489
H 6.120 0.339 -1.009 0.632
H 7.489 -0.982 -2.526 0.408
H 6.494 -2.935 -3.770 0.438
H 2.621 -1.903 -2.096 0.401
H 3.533 0.001 -0.943 -0.041
C -0.349 -6.778 -2.922 -0.364
C 0.909 -7.149 -2.402 -0.377
C 1.472 -6.403 -1.379 -0.456
C 0.820 -5.272 -0.869 -0.355
C -0.479 -4.950 -1.290 -0.105
C -1.020 -5.634 -2.407 -0.804
N 1.449 -4.458 0.213 0.996
O 0.849 -3.504 0.762 -0.303
O 2.601 -4.806 0.507 -0.617
H -0.742 -7.315 -3.773 0.384
H 1.478 -7.984 -2.781 0.401
H 2.423 -6.723 -0.979 0.467
H -1.035 -4.135 -0.850 0.709
H -1.964 -5.249 -2.763 0.436
C 3.449 4.334 -1.410 -1.157
C 4.060 3.108 -1.685 0.812
C 5.170 3.063 -2.478 -0.425
C 5.645 4.237 -3.071 -0.051
C 4.986 5.449 -2.895 -0.467
C 3.946 5.505 -1.973 -0.621
N 6.842 4.177 -3.976 1.008
O 7.168 5.235 -4.481 -0.623
O 7.476 3.161 -4.076 -0.611
H 2.702 4.384 -0.631 0.663
H 3.735 2.189 -1.218 -0.016
H 5.631 2.118 -2.724 0.578
H 5.355 6.329 -3.399 0.496
H 3.482 6.433 -1.673 0.475
C 1.254 0.311 1.034 0.094
C 0.371 0.478 -0.244 0.870
O 0.877 0.697 -1.349 -0.591
C -1.146 0.543 -0.016 -1.116
H 2.260 0.658 0.797 -0.576
H 1.341 -0.732 1.337 0.042
H 0.817 0.855 1.871 0.480
H -1.543 1.427 -0.515 0.425
H -1.216 0.636 1.068 0.259
H -1.613 -0.360 -0.408 0.250
C -0.204 -3.431 -5.328 -0.629
C -0.617 -2.026 -5.020 0.542
O -0.825 -1.292 -5.974 -0.579
C -0.604 -1.683 -3.515 0.475
H -0.087 -4.034 -4.428 -0.101
H 0.811 -3.439 -5.727 0.202
H -0.909 -3.935 -5.989 0.391
H 0.219 -2.178 -3.000 -0.288
H -1.574 -1.993 -3.125 0.365
H -0.408 -0.628 -3.324 -0.362
```

Computed properties:
Spin multiplicity ... 2
LUMO energy (spin up / spin down) ... 0.36 / 0.36 eV
Orbital gap (spin up / spin down) ... 3.033 / 6.438 eV
Energy relative to the best compared isomer or geometry (same formula, charge and spin) ... 0.00 kcal/mol
Total charge ... -1

# 3
ORCA calculation (ωB97M-V/def2-TZVPD) on C27H32ClN3O5SSc as an isolated structure at a distorted geometry.

Geometry as XYZ:
```
70
Properties=species:S:1:pos:R:3:nbo_charge:R:1
Sc -0.574 -0.089 -0.159 1.598
Cl 1.703 -0.133 -0.915 -0.623
N 0.262 2.244 -0.437 -0.545
N 0.019 -2.463 -0.146 -0.584
C -0.621 2.943 -1.099 0.633
C -0.438 -3.134 -1.188 0.639
C 1.406 3.171 -0.170 0.070
C 0.698 4.523 -0.239 -0.081
C 2.478 3.145 -1.246 -0.615
C 2.065 2.933 1.171 -0.607
H 2.069 3.453 -2.218 0.193
H 2.931 2.154 -1.331 0.252
H 3.256 3.869 -0.962 0.197
H 1.337 2.994 1.978 0.243
H 2.822 3.713 1.338 0.192
H 2.565 1.961 1.224 0.241
C 1.024 -3.354 0.540 0.068
C 1.019 -4.621 -0.328 -0.077
C 0.564 -3.687 1.948 -0.619
C 2.442 -2.817 0.573 -0.616
H 2.765 -2.515 -0.423 0.235
H 3.123 -3.620 0.896 0.195
H 2.580 -1.978 1.264 0.249
H -0.455 -4.079 1.904 0.206
H 0.608 -2.831 2.631 0.254
H 1.214 -4.461 2.376 0.207
O 0.062 -4.352 -1.403 -0.484
H 0.662 -5.513 0.218 0.191
H 1.976 -4.825 -0.836 0.196
O -0.496 4.265 -1.059 -0.495
H 1.258 5.316 -0.757 0.190
H 0.365 4.847 0.762 0.195
C -1.749 2.328 -1.873 -0.509
C -1.460 -2.569 -2.130 -0.522
C -1.068 -1.269 -2.811 0.045
H -2.390 -2.385 -1.550 0.263
H -1.685 -3.353 -2.862 0.234
C -1.377 -0.076 -2.182 -0.503
C -1.248 1.171 -2.715 -0.038
H -0.026 -0.817 1.877 0.340
C -0.570 1.284 -3.952 0.014
C -0.132 0.095 -4.567 -0.226
C -0.295 2.645 -4.494 -0.637
C -0.394 -1.183 -4.059 -0.020
H 0.495 0.193 -5.467 0.194
C 0.038 -2.451 -4.733 -0.637
H 0.540 -2.253 -5.683 0.210
H -0.805 -3.115 -4.958 0.208
H 0.742 -3.004 -4.107 0.219
H -1.151 3.323 -4.388 0.213
H -0.021 2.601 -5.551 0.208
H 0.557 3.092 -3.974 0.220
H -2.225 3.106 -2.468 0.230
H -2.488 1.937 -1.140 0.295
O 1.340 1.597 3.750 -0.933
S 0.720 0.313 3.662 2.279
O 1.531 -0.876 3.691 -0.957
N -0.140 0.189 2.087 -0.905
C -1.525 0.518 2.226 0.257
O -2.129 0.852 1.126 -0.819
C -1.952 0.440 3.626 -0.171
C -3.272 0.311 4.146 -0.278
C -3.405 0.069 5.523 -0.193
C -2.286 -0.078 6.369 -0.417
C -0.985 0.002 5.854 -0.176
C -0.857 0.264 4.491 -0.376
H -4.129 0.467 3.475 0.209
H -4.412 0.004 5.963 0.191
H -2.400 -0.259 7.448 0.190
H -0.074 -0.169 6.440 0.204
```

Computed properties:
LUMO energy (spin up / spin down) ... 2.40 / 2.40 eV
Orbital gap (spin up / spin down) ... 3.594 / 3.595 eV
Total charge ... -1

# 4
ORCA calculation (ωB97M-V/def2-TZVPD) on a 2-piece molecular cluster, C5H15N2O overall at a distorted geometry.

Geometry as XYZ:
```
23
Properties=species:S:1:pos:R:3:nbo_charge:R:1
C -1.517 -0.002 -1.388 -0.235
N -2.449 0.900 -0.725 -0.860
C -0.382 -0.352 -0.387 -0.052
N 0.429 0.914 -0.123 -0.531
C 0.610 0.989 1.427 -0.221
C 0.225 -0.330 1.952 -0.452
C -0.801 -0.935 0.988 -0.405
H -1.062 0.459 -2.262 0.209
H -1.913 -1.007 -1.600 0.203
H -3.115 1.363 -1.330 0.388
H -3.084 0.340 -0.179 0.367
H 0.164 -1.184 -0.829 0.239
H -0.067 1.675 -0.577 0.451
H 1.347 0.703 -0.523 0.459
H 0.230 1.963 1.744 0.248
H 1.665 1.256 1.591 0.233
H 1.047 -1.040 2.021 0.234
H -0.197 -0.249 2.958 0.264
H -0.752 -2.014 0.874 0.238
H -1.850 -0.697 1.151 0.219
H 3.603 -1.435 -0.491 0.489
H 3.477 -1.310 -2.059 0.495
O 3.152 -0.975 -1.225 -0.980
```

Computed properties:
LUMO energy ... -2.72 eV
Orbital gap ... 11.012 eV
Energy relative to the best compared isomer or geometry (same formula, charge and spin) ... 22.55 kcal/mol
Total charge ... +1